16
Properties=species:S:1:pos:R:3:forces:R:3:mulliken_charge:R:1 method="wB97M-V/def2-TZVPD" lumo_energy_ev="-0.3 / -0.5" total_charge=0 max_force_ha_per_bohr=0.07151 gap_ev="8.08 / 7.62" total_energy_ev=-17124.6635
P 2.34502 2.34346 -1.67830 0.6008 -0.3977 -0.1145 -0.01
N 0.79237 2.19426 -1.64953 -0.1774 -2.1496 2.2467 -0.38
C 3.26913 0.89851 -0.88392 -1.3179 1.3525 -0.7217 -0.28
C 1.35588 -0.17832 0.34868 -2.1690 2.0304 -1.0886 0.14
C 0.29763 0.57922 0.00651 2.0697 0.9199 -2.8442 -0.12
C 2.69033 -0.06211 -0.19271 1.5240 -1.2073 2.2063 -0.39
C -1.11518 0.71121 0.30958 -2.0160 0.3273 -2.8963 -0.29
C -2.06077 -0.32941 -0.36177 2.6428 -1.9792 -1.6186 -1.17
H 1.23847 -0.77859 1.22093 -0.1345 -0.7634 0.4893 0.36
H -1.63666 -1.36700 -0.41987 -0.5635 0.5002 1.2607 0.34
H -1.73133 1.60888 -0.02600 1.9731 -0.1631 0.8533 0.22
H -3.07523 -0.28206 -0.08180 -1.0036 -0.0333 0.8253 0.34
H -1.00148 0.65687 1.33671 -1.0419 -0.1732 2.6009 0.31
H 3.42171 -0.73674 0.34390 -0.9461 0.3889 -0.8141 0.23
H 4.33666 0.90490 -0.84925 0.5663 0.1956 -0.5495 0.36
H -2.05794 -0.25535 -1.46053 -0.0068 1.1519 0.1650 0.36

***

13
Properties=species:S:1:pos:R:3:forces:R:3:mulliken_charge:R:1 method="wB97M-V/def2-TZVPD" lumo_energy_ev=0.5 total_charge=0 max_force_ha_per_bohr=0.06652 gap_ev=10.01 total_energy_ev=-48830.7817
Cl -1.05813 1.82727 2.64727 -0.1195 -0.0383 -0.0356 -0.20
Cl 0.95909 1.03522 4.87433 -0.0189 -0.2600 1.2063 -0.17
S 0.81478 -0.65837 2.09436 -1.2505 0.1556 0.6016 -0.26
P 0.91114 1.30314 2.89834 -0.0415 0.3109 -1.2527 0.40
N 0.44424 1.06849 -1.77408 0.1465 -0.0854 1.8586 -0.56
C -0.15411 0.04948 -1.35577 -1.7835 -0.7593 2.6652 0.35
C -0.90655 -1.13794 -2.04040 -0.7778 3.3298 0.0779 -0.85
H -2.01308 -0.97744 -1.71882 1.7385 -0.2813 -0.9361 0.23
H -0.73671 -1.05715 -3.14572 -0.4011 -0.6545 0.9923 0.31
H -0.31092 0.05413 -0.19764 0.2794 -0.2702 -2.0233 0.06
H 2.09865 -0.55765 1.98594 1.5183 -0.2272 -0.3367 0.20
H 0.54480 1.05976 -2.73539 0.2472 0.0595 -2.8028 0.21
H -0.59321 -2.00894 -1.53244 0.4630 -1.2796 -0.0146 0.28

***

22
Properties=species:S:1:pos:R:3:forces:R:3:mulliken_charge:R:1 method="wB97M-V/def2-TZVPD" lumo_energy_ev=3.7 smiles=CCN(C)[C@H](C)C[O-] total_charge=-1 max_force_ha_per_bohr=0.05221 gap_ev=5.74 total_energy_ev=-9985.1845
O -2.59955 0.05767 -2.21784 0.0372 -0.2185 -0.3522 -0.92
N -0.00477 0.45434 0.23918 -0.0757 -1.2964 0.4016 0.16
C -0.85145 -0.39041 -0.62053 0.3815 0.7314 -2.5549 0.02
C 0.14912 -0.11956 1.55335 -0.6588 0.7612 1.1228 -0.40
C 0.74919 0.88829 2.55778 -0.4211 -0.3915 -0.2234 -1.30
C -0.20561 -1.69437 -1.11059 -0.4954 -0.0337 1.5349 -1.28
C -1.32795 0.43828 -1.91600 -1.9422 -0.7467 1.1617 -0.58
C 1.26374 0.75387 -0.42328 -1.3539 0.4507 -0.5164 -1.33
H 0.97302 0.78698 -1.47328 0.4570 0.1704 -0.1490 0.51
H 2.05190 -0.00050 -0.32822 0.1760 0.0915 0.3640 0.32
H -0.91886 -2.17451 -1.77893 0.2207 0.1055 -0.3318 0.47
H -1.85133 -0.60285 -0.24889 0.2098 0.1270 0.7994 0.34
H -0.84159 -0.35229 1.95767 -0.1777 -0.0143 -0.4252 0.38
H 0.78849 -1.53836 -1.52624 -0.1030 -0.0848 -0.3385 0.23
H 1.83425 0.80921 2.51387 0.0591 0.4522 0.3867 0.28
H -0.67793 0.24948 -2.79667 0.6666 0.4308 0.2210 0.14
H 0.68180 -1.08010 1.61676 0.3910 0.0083 -0.2621 0.30
H 1.53645 1.77313 -0.15105 0.6776 -0.1602 0.1767 0.35
H 0.37869 1.89472 2.36033 0.3420 0.0751 -0.5181 0.33
H -1.35446 1.48199 -1.52788 0.8102 0.3059 -0.4954 0.22
H 0.33577 0.71455 3.55443 0.5444 -0.4587 0.1658 0.42
H -0.10892 -2.34956 -0.23398 0.2549 -0.3053 -0.1677 0.34